1.
The following is a quantum chemistry calculation of 3 unconnected molecules or ions with the total composition C4H14O3 at a distorted geometry, from OMol25.

Positions of all 21 atoms, in Å:
1 C 2.491 0.728 0.163
2 C 1.659 -0.295 0.892
3 C 0.309 -0.560 0.266
4 C -0.690 -1.285 1.156
5 O -2.033 -1.190 0.686
6 H 3.454 0.834 0.660
7 H 2.030 1.716 0.116
8 H 2.718 0.451 -0.871
9 H 2.251 -1.206 0.981
10 H 1.558 0.048 1.920
11 H -0.144 0.408 -0.002
12 H 0.361 -1.084 -0.703
13 H -0.654 -0.866 2.163
14 H -0.427 -2.328 1.267
15 H -2.006 -0.854 -0.227
16 O -1.843 5.144 -1.691
17 H -1.291 4.770 -0.999
18 H -1.239 5.463 -2.366
19 O -1.800 -3.435 -1.179
20 H -2.536 -3.554 -1.786
21 H -2.167 -2.905 -0.448

Summary:
Calculated total energy in eV: -10517.29891
Orbital gap in eV: 11.13
HOMO energy in eV: -10.576
Relative energy (zero: lowest compared OMol25 entry of this formula, charge and spin) in kcal per mole: 14.5
Maximum force in eV/Å: 1.05

---

2.
The following is a quantum chemistry calculation of 3 unconnected molecules or ions with the total composition CH10N2O2 at a distorted geometry, from OMol25.

Positions of all 15 atoms, in Å:
1 N -2.178 -0.890 -1.573
2 C -0.651 -1.030 -1.460
3 N -0.050 0.083 -0.797
4 H -2.558 0.054 -1.614
5 H -2.316 -1.275 -2.525
6 H -0.487 -1.972 -0.939
7 H -0.160 -1.218 -2.520
8 H -0.071 0.867 -1.402
9 H -0.470 0.243 0.177
10 O 2.548 1.063 -1.321
11 H 3.164 1.129 -0.567
12 H 1.755 0.571 -0.913
13 O -0.062 0.557 4.692
14 H 0.912 0.316 4.864
15 H -0.156 0.155 3.819

Summary:
Calculated total energy in eV: -8273.61175
Orbital gap in eV: 9.99
HOMO energy in eV: -9.623
Relative energy (zero: lowest compared OMol25 entry of this formula, charge and spin) in kcal per mole: 20.8
Maximum force in eV/Å: 2.72

---

3.
The following is a quantum chemistry calculation of 11 unconnected molecules or ions with the total composition C51H119N17O11 at a distorted geometry, from OMol25.

Positions of all 198 atoms, in Å:
1 C -4.316 0.541 -2.644
2 C -3.218 -0.475 -2.395
3 C -1.985 -0.213 -3.401
4 C -2.494 -0.305 -0.987
5 C -3.192 -0.906 0.166
6 C -3.542 -2.364 -0.166
7 C -4.292 -2.672 -1.456
8 C -4.199 -4.206 -1.627
9 C -5.722 -2.297 -1.374
10 N -3.539 -1.929 -2.534
11 O -3.963 -2.208 -3.732
12 H -4.844 0.289 -3.563
13 H -4.901 0.523 -1.724
14 H -3.966 1.541 -2.901
15 H -1.098 -0.835 -3.288
16 H -2.243 -0.264 -4.459
17 H -1.656 0.825 -3.347
18 H -1.492 -0.732 -1.017
19 H -2.423 0.773 -0.847
20 H -2.477 -0.896 0.989
21 H -4.089 -0.381 0.494
22 H -4.186 -2.673 0.658
23 H -2.725 -3.076 -0.049
24 H -4.901 -4.626 -2.348
25 H -4.400 -4.707 -0.681
26 H -3.229 -4.441 -2.067
27 H -5.990 -1.258 -1.181
28 H -6.254 -2.815 -0.577
29 H -6.160 -2.598 -2.325
30 H -3.260 -2.720 -4.139
31 C 0.526 1.094 1.249
32 C 2.000 0.518 1.125
33 C 2.753 1.057 2.436
34 C 1.956 -0.993 1.247
35 C 1.316 -1.692 0.103
36 C 1.954 -1.210 -1.232
37 C 2.109 0.294 -1.440
38 C 3.169 0.468 -2.533
39 C 0.797 1.022 -1.914
40 N 2.595 0.886 -0.161
41 O 2.930 2.231 -0.240
42 H 0.514 2.119 0.878
43 H -0.163 0.583 0.577
44 H 0.138 0.981 2.261
45 H 2.191 0.811 3.337
46 H 3.650 0.460 2.598
47 H 3.134 2.073 2.538
48 H 2.953 -1.264 1.595
49 H 1.258 -1.203 2.057
50 H 1.493 -2.748 0.305
51 H 0.238 -1.528 0.105
52 H 1.203 -1.610 -1.913
53 H 2.945 -1.605 -1.454
54 H 4.131 0.211 -2.089
55 H 3.212 1.470 -2.959
56 H 2.976 -0.247 -3.334
57 H 0.731 1.333 -2.957
58 H 0.490 1.903 -1.351
59 H -0.011 0.297 -1.807
60 H 3.875 2.124 -0.109
61 C 3.150 -4.076 5.638
62 C 1.703 -3.960 5.104
63 C 1.089 -2.557 5.501
64 C 1.858 -4.102 3.554
65 C 0.431 -4.097 2.795
66 C -0.339 -5.342 3.350
67 C -0.400 -5.491 4.906
68 C -1.641 -4.639 5.441
69 C -0.836 -6.880 5.234
70 N 0.914 -5.150 5.565
71 O 0.906 -5.407 6.949
72 H 3.872 -3.306 5.365
73 H 3.098 -3.957 6.720
74 H 3.493 -5.109 5.574
75 H 0.313 -2.718 6.249
76 H 1.859 -1.893 5.894
77 H 0.675 -2.157 4.576
78 H 2.676 -3.469 3.209
79 H 2.358 -5.059 3.403
80 H 0.013 -3.095 2.695
81 H 0.423 -4.322 1.728
82 H 0.052 -6.235 2.861
83 H -1.357 -5.202 2.988
84 H -1.867 -3.774 4.818
85 H -1.446 -4.360 6.477
86 H -2.609 -5.137 5.484
87 H -0.080 -7.603 4.925
88 H -1.740 -7.174 4.702
89 H -0.873 -7.037 6.312
90 H 1.658 -5.983 7.102
91 C -0.521 6.272 -8.258
92 C -1.197 5.193 -7.342
93 C -2.670 5.735 -7.209
94 C -1.192 3.781 -8.016
95 C -1.440 2.537 -6.971
96 C -0.367 2.763 -5.868
97 C -0.457 4.029 -5.075
98 C -1.729 4.105 -4.221
99 C 0.795 4.121 -4.128
100 N -0.420 5.208 -6.020
101 O -0.424 6.433 -5.360
102 H -0.576 7.296 -7.889
103 H 0.541 6.038 -8.328
104 H -0.887 6.225 -9.284
105 H -2.645 6.661 -6.635
106 H -3.196 5.939 -8.142
107 H -3.304 5.122 -6.569
108 H -2.069 3.749 -8.662
109 H -0.294 3.537 -8.584
110 H -2.388 2.521 -6.433
111 H -1.218 1.550 -7.377
112 H 0.572 2.595 -6.395
113 H -0.295 1.877 -5.237
114 H -1.852 3.256 -3.549
115 H -2.638 3.918 -4.792
116 H -1.675 4.959 -3.545
117 H 0.516 4.429 -3.121
118 H 1.635 4.682 -4.538
119 H 1.282 3.151 -4.019
120 H 0.519 6.575 -5.465
121 C -2.336 -0.077 4.264
122 C -2.681 0.844 5.414
123 C -1.970 2.224 5.146
124 C -4.180 1.084 5.160
125 C -4.927 1.635 6.426
126 C -4.562 0.821 7.659
127 C -3.033 0.707 7.893
128 C -2.466 1.998 8.574
129 C -2.917 -0.405 8.960
130 N -2.432 0.169 6.683
131 O -1.050 -0.183 6.776
132 H -2.486 0.379 3.285
133 H -1.333 -0.501 4.207
134 H -2.929 -0.988 4.342
135 H -2.263 2.916 5.935
136 H -0.906 2.110 5.349
137 H -2.062 2.758 4.201
138 H -4.551 1.606 4.278
139 H -4.819 0.225 4.956
140 H -4.593 2.657 6.608
141 H -6.000 1.672 6.239
142 H -5.172 -0.080 7.722
143 H -5.019 1.478 8.399
144 H -1.383 2.118 8.553
145 H -2.845 2.075 9.593
146 H -2.896 2.876 8.091
147 H -1.918 -0.749 9.230
148 H -3.361 -1.388 8.800
149 H -3.382 -0.101 9.898
150 H -1.212 -1.124 6.683
151 N 3.950 0.640 -5.678
152 C 3.387 1.452 -6.550
153 N 3.437 2.693 -6.127
154 O 2.818 1.060 -7.563
155 H 3.795 -0.357 -5.724
156 H 4.395 1.008 -4.849
157 H 2.813 3.275 -6.668
158 H 3.856 2.902 -5.232
159 N 0.251 5.735 0.585
160 C 0.539 6.269 1.737
161 N -0.168 7.370 1.843
162 O 1.256 5.754 2.559
163 H 0.484 4.774 0.378
164 H -0.343 6.261 -0.040
165 H -0.233 7.769 2.768
166 H -0.760 7.555 1.046
167 N 5.588 -1.208 1.091
168 C 5.686 -2.360 0.587
169 N 5.146 -2.462 -0.592
170 O 6.097 -3.285 1.249
171 H 5.853 -1.174 2.065
172 H 4.858 -0.675 0.640
173 H 5.102 -3.329 -1.107
174 H 4.955 -1.641 -1.150
175 N 5.525 5.153 -2.778
176 C 4.741 4.129 -2.966
177 N 3.747 4.244 -2.098
178 O 5.009 3.247 -3.720
179 H 5.232 5.836 -2.095
180 H 6.467 5.134 -3.142
181 H 3.106 3.465 -2.056
182 H 3.666 5.098 -1.565
183 N 1.597 -3.312 -7.346
184 C 1.862 -2.500 -6.343
185 N 0.803 -2.207 -5.620
186 O 3.012 -2.089 -6.045
187 H 0.651 -3.441 -7.677
188 H 2.325 -3.692 -7.933
189 H -0.134 -2.338 -5.972
190 H 0.996 -1.553 -4.875
191 N 5.281 -6.384 0.446
192 C 4.135 -6.289 1.006
193 N 3.472 -5.241 0.652
194 O 3.751 -7.056 1.868
195 H 5.821 -7.237 0.475
196 H 5.438 -5.712 -0.292
197 H 3.708 -4.722 -0.181
198 H 2.645 -5.009 1.183

Summary:
Calculated total energy in eV: -102664.48467
Orbital gap in eV: 8.03
HOMO energy in eV: -8.049
Relative energy (zero: lowest compared OMol25 entry of this formula, charge and spin) in kcal per mole: 149.2
Maximum force in eV/Å: 6.13

---

4.
The following is a quantum chemistry calculation of 2 unconnected molecules or ions with the total composition C8H21N2 at a distorted geometry, from OMol25.

Positions of all 31 atoms, in Å:
1 C 2.306 -0.494 1.058
2 C 1.604 -0.369 -1.336
3 C 1.569 1.633 -0.121
4 C -0.173 -2.711 0.182
5 C -1.405 0.801 -1.361
6 C -2.339 -0.618 0.381
7 C -1.592 1.519 0.995
8 C 1.243 0.116 0.071
9 N -0.060 -0.238 0.533
10 N -1.299 0.404 0.113
11 H 2.262 -0.023 1.986
12 H 2.107 -1.489 1.372
13 H 3.395 -0.380 0.845
14 H 2.601 0.047 -1.516
15 H 1.160 0.036 -2.213
16 H 1.598 -1.495 -1.302
17 H 1.534 2.046 0.904
18 H 2.616 1.759 -0.356
19 H 0.816 2.182 -0.691
20 H -0.933 -2.469 0.865
21 H -0.511 -3.010 -0.881
22 H 0.879 -2.984 0.558
23 H -0.672 1.676 -1.488
24 H -1.275 -0.080 -1.993
25 H -2.435 1.083 -1.487
26 H -2.332 -1.560 -0.236
27 H -2.304 -0.994 1.421
28 H -3.293 -0.011 0.203
29 H -1.263 2.531 0.444
30 H -2.642 1.694 1.057
31 H -1.163 1.397 1.989

Summary:
Calculated total energy in eV: -11603.99261
Orbital gap (alpha / beta) in eV: 7.59 / 9.62
Charge: +1
HOMO energy (alpha / beta) in eV: -12.413 / -13.372
Relative energy (zero: lowest compared OMol25 entry of this formula, charge and spin) in kcal per mole: 109.2
Maximum force in eV/Å: 4.38

---

5.
The following is a quantum chemistry calculation of 2 unconnected molecules or ions with the total composition CH2ClNO2 at a distorted geometry, from OMol25.

Positions of all 7 atoms, in Å:
1 C 0.602 -0.466 -0.625
2 N -0.536 0.667 0.936
3 O 0.225 1.205 1.660
4 O -1.731 0.624 0.802
5 Cl -0.599 -1.372 -1.585
6 H 0.808 0.400 -1.144
7 H 1.231 -1.058 -0.043

Summary:
Calculated total energy in eV: -19171.87114
Orbital gap (alpha / beta) in eV: 8.86 / 8.45
HOMO energy (alpha / beta) in eV: -9.539 / -9.308
Relative energy (zero: lowest compared OMol25 entry of this formula, charge and spin) in kcal per mole: 104.9
Maximum force in eV/Å: 4.52

---

6.
The following is a quantum chemistry calculation of a molecular structure, C36H29I2N8O2Ti at a distorted geometry, from OMol25.

Positions of all 78 atoms, in Å:
1 Ti -0.145 -0.167 -0.037
2 I 0.453 6.815 -2.540
3 C -0.118 4.897 -1.901
4 C -0.376 3.917 -2.845
5 C -0.729 2.650 -2.416
6 I -0.989 1.098 -3.814
7 C -0.878 2.339 -1.051
8 O -1.276 1.149 -0.619
9 C -0.575 3.352 -0.128
10 C -0.605 2.940 1.314
11 N 0.282 1.773 1.529
12 C 1.687 2.101 1.266
13 C 2.180 1.652 -0.090
14 C 3.360 2.186 -0.573
15 C 3.950 1.655 -1.707
16 C 3.318 0.587 -2.328
17 C 2.117 0.140 -1.832
18 N 1.528 0.653 -0.727
19 C -0.192 4.613 -0.548
20 H -0.297 4.128 -3.902
21 H -1.616 2.650 1.606
22 H -0.295 3.775 1.950
23 H 0.192 1.517 2.504
24 H 2.309 1.588 2.005
25 H 1.881 3.173 1.373
26 H 3.828 3.005 -0.041
27 H 4.880 2.054 -2.086
28 H 3.755 0.117 -3.198
29 H 1.596 -0.676 -2.314
30 H 0.049 5.377 0.181
31 C -3.523 -13.197 -2.079
32 O -2.240 -12.739 -1.685
33 C -2.059 -11.413 -1.540
34 C -0.777 -11.007 -1.162
35 C -0.489 -9.673 -0.987
36 C -1.471 -8.698 -1.186
37 C -2.747 -9.112 -1.563
38 C -3.046 -10.450 -1.739
39 C -1.213 -7.272 -1.028
40 N -2.083 -6.320 -1.297
41 C -1.450 -5.147 -1.022
42 C -0.160 -5.379 -0.574
43 N -0.031 -6.743 -0.582
44 C 0.730 -4.338 -0.182
45 C 2.019 -4.497 0.311
46 C 2.761 -3.364 0.657
47 C 2.200 -2.115 0.517
48 N 0.947 -1.909 0.064
49 C 0.214 -3.016 -0.301
50 C -1.077 -2.762 -0.813
51 N -1.435 -1.440 -0.940
52 C -2.660 -1.181 -1.440
53 C -3.555 -2.160 -1.810
54 C -3.205 -3.506 -1.681
55 C -1.953 -3.816 -1.179
56 H -3.447 -14.278 -2.143
57 H -3.805 -12.793 -3.054
58 H -4.283 -12.932 -1.340
59 H -0.023 -11.769 -1.016
60 H 0.519 -9.397 -0.698
61 H -3.505 -8.358 -1.718
62 H -4.047 -10.733 -2.034
63 H 0.788 -7.268 -0.331
64 H 2.447 -5.485 0.427
65 H 3.768 -3.462 1.035
66 H 2.773 -1.233 0.782
67 H -2.922 -0.138 -1.542
68 H -4.518 -1.882 -2.215
69 H -3.873 -4.307 -1.967
70 N -2.322 -0.912 1.959
71 C -2.563 -1.429 3.175
72 C -1.341 -1.608 3.784
73 C -0.405 -1.167 2.844
74 N -1.012 -0.741 1.738
75 H -2.993 -0.678 1.244
76 H -3.560 -1.645 3.520
77 H -1.144 -2.005 4.764
78 H 0.671 -1.155 2.923

Summary:
Calculated total energy in eV: -93133.64353
Orbital gap (alpha / beta) in eV: 5.27 / 6.78
Charge: +1
HOMO energy (alpha / beta) in eV: -7.869 / -9.575
Multiplicity: 3
Maximum force in eV/Å: 2.98

---

7.
The following is a quantum chemistry calculation of a molecular structure, C28H35LuNO2 at a distorted geometry, from OMol25.

Positions of all 67 atoms, in Å:
1 C -4.123 -1.937 2.413
2 C -3.797 -1.734 0.975
3 C -2.402 -1.130 0.361
4 C -1.688 0.258 0.921
5 C -2.299 1.163 2.143
6 C -2.809 2.592 1.444
7 C -3.796 2.447 0.137
8 C -4.358 3.780 -0.677
9 C -3.864 5.262 -0.100
10 C -2.874 5.403 1.225
11 C -2.326 4.054 2.028
12 C -1.356 4.267 3.344
13 C -0.289 0.841 0.214
14 C 0.427 0.081 -1.050
15 C -0.314 -1.306 -1.514
16 C -1.681 -1.960 -0.886
17 C -2.233 -3.369 -1.522
18 C -2.775 -3.208 -3.080
19 C -3.422 -1.690 -3.324
20 C 0.685 -1.771 -2.727
21 O 0.606 -2.734 -3.648
22 N 1.915 -0.877 -2.740
23 C 3.257 -1.568 -2.623
24 C 3.877 -1.594 -1.091
25 C 5.235 -0.674 -1.118
26 C 5.720 -0.105 0.341
27 C 5.707 -1.209 1.555
28 C 5.037 -0.603 2.936
29 C 3.508 -0.037 2.756
30 C 1.751 0.436 -1.953
31 O 2.485 1.554 -2.052
32 H -5.194 -1.560 2.774
33 H -3.430 -2.415 3.227
34 H -4.625 -2.075 0.188
35 H -1.391 1.414 2.875
36 H -3.134 0.646 2.780
37 H -4.125 1.359 -0.222
38 H -5.076 3.645 -1.596
39 H -4.267 6.195 -0.704
40 H -2.551 6.484 1.580
41 H -0.753 5.282 3.203
42 H -2.007 4.412 4.332
43 H -0.549 3.397 3.469
44 H 0.201 1.841 0.593
45 H -1.289 -4.098 -1.574
46 H -3.008 -3.916 -0.815
47 H -3.621 -3.989 -3.312
48 H -1.927 -3.318 -3.885
49 H -2.585 -0.860 -3.304
50 H -4.317 -1.483 -2.594
51 H -3.879 -1.687 -4.423
52 H 4.040 -1.026 -3.303
53 H 3.207 -2.687 -2.979
54 H 4.240 -2.712 -0.881
55 H 3.104 -1.315 -0.255
56 H 6.066 -1.287 -1.697
57 H 4.997 0.264 -1.812
58 H 5.099 0.874 0.588
59 H 6.851 0.235 0.208
60 H 5.184 -2.225 1.295
61 H 6.832 -1.462 1.814
62 H 5.001 -1.507 3.707
63 H 5.695 0.269 3.382
64 H 3.274 0.380 1.683
65 H 2.700 -0.844 3.022
66 H 3.371 0.863 3.503
67 Lu -5.942 -1.727 -3.554

Summary:
Calculated total energy in eV: -68750.23687
Orbital gap in eV: 2.44
Charge: +3
HOMO energy in eV: -15.876
Maximum force in eV/Å: 9.62

---

8.
The following is a quantum chemistry calculation of 2 unconnected molecules or ions with the total composition C4H12 at a distorted geometry, from OMol25.

Positions of all 16 atoms, in Å:
1 C -1.020 0.900 -0.462
2 C -2.579 0.713 -0.350
3 H -0.755 0.136 -1.197
4 H -0.861 1.962 -0.616
5 H -0.602 0.560 0.473
6 H -2.951 1.430 0.375
7 H -3.059 -0.225 -0.059
8 H -2.876 0.868 -1.385
9 C 2.208 -0.175 0.390
10 C 1.451 -1.479 0.544
11 H 2.907 -0.152 -0.466
12 H 1.624 0.666 -0.023
13 H 2.706 0.261 1.253
14 H 1.775 -2.085 -0.283
15 H 0.387 -1.294 0.388
16 H 1.646 -2.087 1.419

Summary:
Calculated total energy in eV: -4341.66567
Orbital gap in eV: 12.40
HOMO energy in eV: -11.245
Relative energy (zero: lowest compared OMol25 entry of this formula, charge and spin) in kcal per mole: 19.9
Maximum force in eV/Å: 3.14

---

9.
The following is a quantum chemistry calculation of a molecular structure, C9H7IrN4OSSe at a distorted geometry, from OMol25.

Positions of all 24 atoms, in Å:
1 Ir -0.430 0.073 0.424
2 N 2.004 3.633 -0.284
3 C 1.445 2.403 -0.222
4 S -0.293 2.319 -0.363
5 N 2.233 1.387 -0.106
6 N 1.668 0.164 -0.051
7 C 2.455 -0.862 -0.036
8 C 2.067 -2.229 0.012
9 C 3.088 -3.190 0.164
10 C 2.808 -4.524 0.291
11 C 1.471 -4.944 0.251
12 C 0.458 -4.045 0.046
13 C 0.714 -2.659 -0.093
14 O -0.273 -1.857 -0.351
15 H 1.412 4.442 -0.273
16 H 2.982 3.725 -0.070
17 H 3.520 -0.648 -0.049
18 H 4.115 -2.846 0.192
19 H 3.605 -5.241 0.428
20 H 1.236 -5.992 0.383
21 H -0.576 -4.359 -0.011
22 Se 0.364 -2.713 3.874
23 C -0.095 -1.308 2.987
24 N -0.401 -0.333 2.378

Summary:
Calculated total energy in eV: -96472.61855
Orbital gap (alpha / beta) in eV: 6.28 / 6.46
HOMO energy (alpha / beta) in eV: -8.237 / -8.229
Maximum force in eV/Å: 3.98